No. 1
The following is a quantum chemistry calculation of a molecular structure, C36H42AsBF4N8O2S7W, from the Open Molecules 2025 dataset.

ORCA input file:
```
! wB97M-V def2-TZVPD RIJCOSX def2/J DEFGRID3
* xyz -2 3
W -0.10704 -0.75244 0.79833
C 0.08146 -3.73471 -5.17482
C 0.26740 -3.54562 -3.69268
C -0.43862 -4.31094 -2.76572
C -0.32490 -4.08617 -1.40698
C 0.52090 -3.09329 -0.90277
N 0.58577 -2.75152 0.45959
C 0.72698 -3.81229 1.33631
C 1.38639 -4.99206 0.94716
C 1.53909 -6.07202 1.79276
C 1.07260 -6.04110 3.10259
C 1.30241 -7.18546 4.05287
C 0.46056 -4.87099 3.52042
C 0.27005 -3.79190 2.66733
N -0.33473 -2.63078 3.21807
C -1.17761 -2.58447 4.25802
C -1.11517 -1.32023 4.80083
C -0.20421 -0.63642 3.99373
N 0.26381 -1.41618 3.02542
C 1.24365 -2.36196 -1.84036
C 1.11173 -2.56027 -3.20782
N 2.15229 -1.38423 -1.38088
C 3.37492 -1.14405 -1.88760
C 3.95354 -0.16237 -1.12830
C 2.99857 0.14900 -0.15806
N 1.89854 -0.58040 -0.31918
H -0.54111 -4.60596 -5.38081
H 1.03770 -3.87243 -5.68390
H -0.40351 -2.86372 -5.62153
H -1.12515 -5.07288 -3.11831
H -0.91639 -4.66197 -0.70798
H 1.78308 -5.04966 -0.05713
H 2.05353 -6.95568 1.42860
H 1.31172 -8.14003 3.52370
H 0.52180 -7.23025 4.81391
H 2.26028 -7.08628 4.57068
H 0.13455 -4.77196 4.54880
H -1.76533 -3.44508 4.52628
H -1.70452 -0.92581 5.60812
H 0.11799 0.38809 4.04307
H 1.64753 -1.90499 -3.88715
H 3.73107 -1.70595 -2.73318
H 4.93373 0.26537 -1.23244
H 3.08906 0.84065 0.65595
S -4.75676 -1.34353 2.78134
As -3.66437 -0.68485 1.10359
S -2.12464 -2.20885 0.54303
S -1.97648 0.62228 1.68819
S -4.73007 0.12947 -0.53288
C 2.36950 4.58759 2.99883
C 1.42996 4.57248 4.20066
C -0.05051 4.78964 3.88108
C -0.73055 3.65763 3.11616
N -0.44446 3.67671 1.68740
C 0.10405 2.68965 0.97846
S 0.92966 1.39653 1.77061
N 0.10660 2.78127 -0.34373
C -0.74556 3.67105 -1.12041
C -2.22968 3.32317 -1.03868
C -3.06603 4.23044 -1.92858
C -4.54662 3.87683 -1.87397
H 3.40882 4.56507 3.32793
H 2.22093 5.48746 2.39401
H 2.22751 3.71658 2.36248
H 1.73884 5.35512 4.90147
H 1.54380 3.62094 4.72837
H -0.17837 5.73200 3.33325
H -0.59670 4.90805 4.82173
H -1.81521 3.69815 3.23626
H -0.40790 2.69092 3.49579
H -0.88167 4.41803 1.16327
H 0.60088 2.05248 -0.84694
H -0.38456 3.61559 -2.14751
H -0.57680 4.71140 -0.80846
H -2.58025 3.37035 -0.00291
H -2.38195 2.27969 -1.32284
H -2.70317 4.14769 -2.95995
H -2.92036 5.27817 -1.63507
H -4.70688 2.84123 -2.17892
H -5.13753 4.52832 -2.52187
H -4.93137 3.95671 -0.85567
F 2.69772 0.53170 4.23361
B 3.81591 0.04362 3.51812
F 4.64350 -0.69038 4.38129
F 4.53293 1.14324 2.98623
F 3.37823 -0.76772 2.45293
O 2.27283 0.77554 -4.95094
S 1.38613 1.61633 -4.18885
O 1.77385 2.99406 -4.01222
N 1.01873 0.92982 -2.75195
C -0.24828 0.57183 -2.69121
S -1.10042 -0.23440 -1.49880
C -1.05164 0.94447 -3.90645
C -2.41833 0.81108 -4.10810
C -2.94001 1.28918 -5.30334
C -2.12079 1.88241 -6.26347
C -0.75544 2.02419 -6.04914
C -0.25351 1.54606 -4.85451
H -3.04419 0.36594 -3.34227
H -4.00373 1.20712 -5.48772
H -2.55794 2.24780 -7.18477
H -0.11208 2.49804 -6.77885
*
```

Calculated values
HOMO energy (alpha / beta) = -2.203 / -2.366 eV
Kohn-Sham gap (alpha / beta) = 6.033 / 6.151 eV
ΔE to the lowest compared entry with this formula, charge and spin = 0.0 kcal per mole
<S²> = 2.02
lowest unoccupied orbital energy (alpha / beta) = 3.8299 / 3.7850 eV


No. 2
The following is a quantum chemistry calculation of a molecular structure, C36H42BrGe2N2O2S2Sn, from the Open Molecules 2025 dataset.

ORCA input file:
```
! wB97M-V def2-TZVPD RIJCOSX def2/J DEFGRID3
* xyz -1 1
Sn -0.71168 -1.08757 1.60963
C -1.58086 3.19910 2.49133
C -1.35464 1.92068 3.24910
C -2.38647 0.99365 3.38871
C -2.19574 -0.20737 4.06782
C -3.33303 -1.17206 4.26123
C -0.92190 -0.49168 4.58115
C 0.11769 0.41976 4.46218
C 1.48513 0.10112 5.00130
C -0.11510 1.62107 3.79819
H -2.05021 3.95362 3.12812
H -2.23327 3.00820 1.64032
H -0.63843 3.61273 2.12943
H -3.34468 1.19995 2.92572
H -3.82503 -0.98604 5.21903
H -2.98074 -2.20322 4.25579
H -4.07329 -1.06345 3.47013
H -0.73505 -1.44787 5.05626
H 1.69977 0.69449 5.89329
H 2.25431 0.32794 4.26027
H 1.56924 -0.95362 5.25593
H 0.70296 2.32453 3.67384
S 1.25409 -2.71209 2.83784
C 0.06204 -3.91603 2.58613
S -1.46355 -3.43521 1.85712
C 0.25515 -5.24152 2.91397
C 1.47578 -5.68947 3.50348
N 2.45917 -6.07067 3.96738
C -0.75151 -6.22964 2.69584
N -1.55089 -7.04181 2.52371
C -1.52131 -0.61745 -3.44539
C -0.91204 -1.71125 -2.57488
Ge 0.85607 -1.28044 -1.83596
C 1.61215 -2.89777 -1.01934
C 3.02464 -2.71051 -0.47300
C 2.09257 -0.42815 -3.11757
C 2.45775 0.75622 -2.58746
Ge 1.37035 0.92821 -0.92245
C 2.44998 1.10033 0.72044
C 3.36926 2.32174 0.78325
C -0.09618 2.24448 -0.97236
C 0.21801 3.73455 -0.85279
C 3.46562 1.67192 -3.16715
C 3.46603 3.02437 -2.83020
C 4.39466 3.90156 -3.37222
C 5.35746 3.43651 -4.25503
C 5.38527 2.08647 -4.58417
C 4.45311 1.21672 -4.04458
H -2.48514 -0.92626 -3.85702
H -0.86590 -0.35561 -4.27894
H -1.69920 0.29257 -2.86976
H -0.79198 -2.63716 -3.14640
H -1.57177 -1.95762 -1.73702
H 1.59494 -3.67457 -1.79008
H 0.93983 -3.24536 -0.22988
H 3.70418 -2.32056 -1.23536
H 3.43160 -3.65082 -0.09758
H 3.02558 -2.01362 0.36544
H 2.48813 -0.78983 -4.06752
H 3.04248 0.18787 0.80840
H 1.75479 1.10100 1.56540
H 4.07926 2.33085 -0.04578
H 3.94909 2.33064 1.71013
H 2.81032 3.25831 0.74321
H -0.78020 1.94331 -0.17248
H -0.64433 2.06176 -1.89932
H 0.79157 3.96789 0.04637
H -0.70701 4.31429 -0.80114
H 0.78029 4.10539 -1.71153
H 2.72694 3.39172 -2.12881
H 4.36829 4.94886 -3.09787
H 6.08807 4.11656 -4.67413
H 6.14467 1.70938 -5.25806
H 4.49553 0.16280 -4.28941
Br -6.76590 -1.43666 -4.84365
C -5.70830 -1.02800 -3.31770
C -5.21771 -2.06195 -2.53805
C -4.43659 -1.75518 -1.43428
C -4.15255 -0.43260 -1.11599
C -4.66043 0.58746 -1.91024
C -5.44174 0.29772 -3.01843
C -3.26060 -0.08889 0.05993
O -3.04101 1.09446 0.31622
O -2.79158 -1.10066 0.69157
H -5.43791 -3.08914 -2.79378
H -4.03065 -2.53965 -0.80777
H -4.42262 1.60962 -1.64763
H -5.83510 1.08669 -3.64440
*
```

Calculated values
HOMO energy = -5.427 eV
Kohn-Sham gap = 7.557 eV
ΔE to the lowest compared entry with this formula, charge and spin = 0.0 kcal per mole
lowest unoccupied orbital energy = 2.1300 eV


No. 3
The following is a quantum chemistry calculation of a molecular structure, C36H42CaN2O7PS, from the Open Molecules 2025 dataset.

ORCA input file:
```
! wB97M-V def2-TZVPD RIJCOSX def2/J DEFGRID3
* xyz -1 1
Ca 0.26885 0.34860 -0.07045
O -2.68986 -1.69828 0.85143
C -2.32618 -1.65678 2.21746
C -1.71300 -0.35616 2.69539
N -0.36598 -0.03006 2.19534
C 0.60505 -1.13322 2.38973
C 0.70346 -2.09222 1.16528
O 1.46589 -3.04802 1.24524
O -0.00806 -1.75799 0.13212
C 0.07155 1.23525 2.84368
C 1.42351 1.76278 2.32728
O 2.22459 2.18875 3.15597
O 1.56371 1.70819 1.04977
H -1.85484 -1.72389 0.35422
H -3.24494 -1.78020 2.78853
H -1.67753 -2.50160 2.47245
H -2.37185 0.46469 2.40980
H -1.68142 -0.40496 3.79431
H 1.60458 -0.72089 2.53566
H 0.37952 -1.73145 3.27619
H -0.67100 2.00550 2.61157
H 0.14221 1.13481 3.92811
C 3.02322 6.57823 0.09690
C 1.83352 5.65243 0.00796
C 0.84593 5.64562 0.97748
C -0.25396 4.78709 0.92078
C -1.24961 4.86214 2.06156
C -0.35495 3.87535 -0.13596
C 0.65173 3.85721 -1.11897
C 0.67105 2.86167 -2.25839
C 1.70773 4.75382 -1.04368
C -1.54139 2.91601 -0.21912
O -2.67080 3.37598 -0.11438
O -1.23692 1.67115 -0.40131
H 2.84860 7.37971 0.81797
H 3.24670 7.03483 -0.87067
H 3.92076 6.03880 0.41653
H 0.92603 6.33063 1.81919
H -1.39326 5.90287 2.36142
H -0.86094 4.33020 2.93519
H -2.21352 4.44234 1.79313
H -0.32520 2.55820 -2.56237
H 1.21284 1.95408 -1.95557
H 1.20505 3.26329 -3.12026
H 2.46362 4.73797 -1.82568
N 2.56883 -0.44368 -0.44401
S 3.57173 0.78123 -0.55970
C 4.55484 0.99690 0.91721
C 4.69424 2.27879 1.41254
C 5.48009 2.48223 2.54024
C 6.08945 1.40543 3.16549
C 5.91463 0.11320 2.67195
C 5.14385 -0.09564 1.54063
C 4.95962 0.23286 -1.57369
C 5.85623 1.18822 -2.04368
C 6.91241 0.80018 -2.85240
C 7.06542 -0.53888 -3.20036
C 6.15785 -1.48286 -2.73689
C 5.09430 -1.09776 -1.92315
H 2.94344 -1.23119 0.08800
H 4.16306 3.10084 0.94178
H 5.57589 3.47910 2.95278
H 6.69225 1.56565 4.05126
H 6.37942 -0.72927 3.16935
H 5.00433 -1.09920 1.15122
H 5.73114 2.23266 -1.76989
H 7.61388 1.54114 -3.21543
H 7.88846 -0.84220 -3.83612
H 6.26787 -2.52452 -3.01575
H 4.36887 -1.82409 -1.56992
C 1.75501 -1.04261 -3.67040
P 0.01791 -0.69829 -3.16859
C -0.58476 -2.43366 -3.11758
C -0.64261 -0.09236 -4.77464
C -0.33462 -0.67484 -6.00610
C -0.83247 -0.14399 -7.18883
C -1.65334 0.98145 -7.15861
C -1.98481 1.55946 -5.94219
C -1.48283 1.02175 -4.75969
H 1.81402 -1.78973 -4.46400
H 2.29002 -1.40217 -2.79219
H 2.23704 -0.12204 -4.00772
H -0.27110 -2.99717 -3.99926
H -1.67494 -2.44381 -3.05126
H -0.18771 -2.89757 -2.21127
H 0.29805 -1.55534 -6.04860
H -0.58087 -0.60800 -8.13569
H -2.03087 1.40332 -8.08227
H -2.63214 2.42811 -5.90685
H -1.75423 1.46739 -3.80815
*
```

Calculated values
HOMO energy = -5.758 eV
Kohn-Sham gap = 8.021 eV
ΔE to the lowest compared entry with this formula, charge and spin = 14.5 kcal per mole
lowest unoccupied orbital energy = 2.2632 eV


No. 4
The following is a quantum chemistry calculation of 7 unconnected molecules or ions with the total composition C36H42F3N6O4PS, from the Open Molecules 2025 dataset.

ORCA input file:
```
! wB97M-V def2-TZVPD RIJCOSX def2/J DEFGRID3
* xyz 0 1
O -4.78003 -2.39647 0.77172
P -3.35862 -2.72942 0.90365
O -2.58335 -2.84739 -0.47425
O -2.50098 -1.66721 1.70863
C -3.09772 -0.88950 2.78437
C -2.60872 0.53577 2.64482
C -1.07263 0.56442 2.72532
S -0.20028 0.96430 1.19798
O -3.04839 -4.14419 1.56574
C -2.81303 -4.29631 2.97446
C -1.38273 -3.99972 3.39394
C -0.34361 -4.94941 2.81871
F -0.82530 -5.76713 1.88049
F 0.66931 -4.29206 2.26413
F 0.18251 -5.73537 3.76374
H -1.64254 -3.02653 -0.32285
H -2.72115 -1.31323 3.72190
H -4.18505 -0.96770 2.74170
H -2.92539 0.92288 1.67317
H -3.05813 1.14277 3.43327
H -0.71289 1.31302 3.43471
H -0.70532 -0.40338 3.07487
H -0.69530 0.07306 0.33530
H -3.51633 -3.67930 3.54325
H -3.05442 -5.33658 3.20089
H -1.33064 -4.10784 4.48149
H -1.07300 -2.98216 3.15942
C -4.74364 -4.46871 -4.00255
C -4.10764 -5.26188 -4.94523
C -3.03852 -6.04311 -4.53677
N -2.58538 -6.07335 -3.28527
C -3.20318 -5.30230 -2.39338
C -4.28313 -4.48446 -2.69650
H -5.58444 -3.84684 -4.28266
H -4.43229 -5.27750 -5.97682
H -2.51787 -6.67805 -5.24561
H -2.81417 -5.34508 -1.38283
H -4.74444 -3.87991 -1.92738
C -8.37731 0.07388 -0.42870
C -8.74928 1.25219 0.20187
C -7.78334 1.96128 0.89822
N -6.51238 1.57394 0.99503
C -6.17116 0.44209 0.38205
C -7.06047 -0.34300 -0.33641
H -9.10412 -0.51058 -0.97843
H -9.76731 1.61499 0.15887
H -8.03784 2.88628 1.40457
H -5.13705 0.13634 0.47886
H -6.71795 -1.25888 -0.79595
C 3.01536 4.97163 0.06969
C 2.13584 4.03818 0.59478
C 2.57805 3.22629 1.62806
N 3.80546 3.28638 2.14362
C 4.64113 4.18371 1.62542
C 4.29548 5.04721 0.59586
H 2.70939 5.62605 -0.73663
H 1.12758 3.93431 0.21717
H 1.91335 2.49199 2.06564
H 5.63504 4.21360 2.05856
H 5.01466 5.76284 0.22027
C 3.42951 2.08882 -3.71983
C 3.01877 1.09424 -4.59374
C 2.31459 0.01256 -4.08378
N 2.00907 -0.12514 -2.79569
C 2.40899 0.83917 -1.96802
C 3.11740 1.95818 -2.37674
H 3.99081 2.94566 -4.06777
H 3.23982 1.15028 -5.65125
H 1.97796 -0.78433 -4.73837
H 2.14746 0.69513 -0.92396
H 3.42001 2.70666 -1.65615
C 4.25184 -0.92284 4.59846
C 3.49173 0.08095 4.01962
C 2.13263 -0.14183 3.86331
N 1.51123 -1.26157 4.23279
C 2.25821 -2.21685 4.78363
C 3.62421 -2.09588 4.98873
H 5.31742 -0.79494 4.73921
H 3.93045 1.01313 3.68621
H 1.50293 0.61379 3.41133
H 1.73731 -3.12390 5.07131
H 4.17979 -2.90576 5.44130
C 7.60068 6.51230 -4.70419
C 7.19670 5.51918 -5.58178
C 6.49258 4.43707 -5.07507
N 6.18326 4.29729 -3.78811
C 6.57972 5.25757 -2.95616
C 7.28623 6.38005 -3.36100
H 8.15164 7.37308 -5.06023
H 7.42089 5.57812 -6.63790
H 6.15986 3.64059 -5.73265
H 6.31951 5.11539 -1.91229
H 7.58212 7.12896 -2.63922
*
```

Calculated values
HOMO energy = -9.077 eV
Kohn-Sham gap = 9.701 eV
SMILES = O=[P@@](O)(OCCCS)OCCC(F)(F)F.c1ccncc1.c1ccncc1.c1ccncc1.c1ccncc1.c1ccncc1.c1ccncc1
lowest unoccupied orbital energy = 0.6248 eV


No. 5
The following is a quantum chemistry calculation of 6 unconnected molecules or ions with the total composition C36H42F4N9O11S4, from the Open Molecules 2025 dataset.

ORCA input file:
```
! wB97M-V def2-TZVPD RIJCOSX def2/J DEFGRID3
* xyz 4 2
C 0.68223 -2.39313 2.78812
N -0.24054 -3.46692 2.33655
C -1.41898 -3.74496 2.96363
C -2.17506 -4.76655 2.56009
C -1.79795 -5.57653 1.46723
C -0.52530 -5.42270 0.89130
C 0.17316 -4.25079 1.27366
C -2.61562 -6.81716 1.03443
C -2.85379 -6.91830 -0.31416
C -3.57305 -7.98641 -0.82553
N -4.03571 -8.89633 0.07947
C -3.75894 -8.78186 1.40277
C -3.05125 -7.77652 1.91274
C -4.67166 -10.20328 -0.42750
H 1.55115 -2.92121 3.18081
H 0.14036 -1.90093 3.59571
H 0.84641 -1.79143 1.89419
H -1.63157 -3.21169 3.87842
H -3.06765 -4.97295 3.13201
H -0.19966 -6.04493 0.07082
H 1.15588 -4.04781 0.87432
H -2.64747 -6.03852 -0.90562
H -3.86227 -8.05162 -1.86404
H -4.15909 -9.63291 1.93382
H -2.94368 -7.62189 2.97619
H -5.49264 -10.50923 0.22095
H -3.90828 -10.93526 -0.69126
H -5.21942 -9.90904 -1.32275
C 1.46382 2.72601 -0.65722
N 2.59308 2.10877 -0.00899
C 3.17453 0.95185 -0.45672
C 4.21835 0.32917 0.21507
C 4.63314 0.83571 1.38330
C 4.14330 2.00762 1.90128
C 3.06927 2.69159 1.16345
C 5.77988 0.15985 2.10446
C 5.79372 -0.21810 3.45274
C 6.81004 -0.88475 4.04877
N 7.82179 -1.23919 3.24193
C 7.92879 -0.85724 1.91447
C 6.92749 -0.12337 1.39195
C 8.86035 -1.90508 3.88992
H 1.83552 3.30762 -1.50083
H 0.99643 3.47639 -0.01958
H 0.85400 1.83459 -0.80419
H 2.73549 0.53176 -1.34956
H 4.70261 -0.51716 -0.24930
H 4.52772 2.51211 2.77541
H 2.54717 3.57215 1.50756
H 4.93980 0.05643 4.05427
H 6.82782 -1.15141 5.09517
H 8.83416 -1.10326 1.37953
H 6.93292 0.11730 0.33912
H 9.69095 -2.20000 3.24864
H 8.40194 -2.79807 4.31481
H 9.17497 -1.33637 4.76495
C -1.37201 3.29608 2.63652
N -1.47815 4.31870 1.63087
C -2.21431 4.01232 0.47904
C -2.38382 5.00390 -0.53480
C -1.53474 6.13409 -0.47529
C -0.67250 6.33977 0.64646
C -0.76866 5.42829 1.72197
C -1.39189 7.00351 -1.66337
C -0.21115 7.10185 -2.42354
C -0.11424 7.91861 -3.53365
N -1.17476 8.63050 -3.87639
C -2.36048 8.63784 -3.20696
C -2.46478 7.76722 -2.09533
C -1.11940 9.50967 -5.06411
H -0.39228 2.81838 2.63244
H -2.19681 2.61227 2.43603
H -1.52029 3.80045 3.59137
H -2.56605 2.99512 0.38955
H -3.02765 4.84177 -1.38662
H -0.10284 7.24196 0.81357
H -0.30811 5.46802 2.69805
H 0.60786 6.40210 -2.34615
H 0.72436 7.82122 -4.20720
H -3.18597 9.09085 -3.73587
H -3.46575 7.65731 -1.70499
H -1.36911 10.49477 -4.66998
H -1.89677 9.28220 -5.79352
H -0.18318 9.70106 -5.58848
N -4.59729 0.87849 -2.66203
S -5.55253 1.82999 -3.73324
O -5.76568 3.26630 -3.55767
O -6.66578 1.12042 -4.29344
F -4.30499 1.77497 -4.82450
S -5.42013 1.22649 -1.48252
O -6.83581 0.80149 -1.45575
O -5.08690 2.50436 -0.84618
F -4.76248 0.28206 -0.31103
N -0.29163 -2.90572 -2.91010
S -0.37388 -4.58487 -3.28815
O -0.63660 -5.48775 -2.17944
O 0.33410 -5.12387 -4.42650
F -1.82765 -4.42709 -3.89397
S 1.15159 -3.08812 -2.65970
O 2.01771 -2.87171 -3.77187
O 1.59698 -3.94782 -1.54527
F 1.39317 -1.62941 -2.07627
N -0.79017 0.19627 0.33385
O -1.83980 0.71438 0.13824
O -0.46800 -0.68179 -0.44761
O -0.04937 0.52906 1.26673
*
```

Calculated values
HOMO energy (alpha / beta) = -14.611 / -14.610 eV
Kohn-Sham gap (alpha / beta) = 3.846 / 1.875 eV
<S²> = 0.76
lowest unoccupied orbital energy (alpha / beta) = -10.7651 / -12.7349 eV